1.
# C12H16N11O2S2W

C12H16N11O2S2W as an isolated structure (wB97M-V/def2-TZVPD, the OMol25 dataset).

Geometry as ORCA input:
```
! wB97M-V def2-TZVPD RIJCOSX def2/J DEFGRID3
* xyz 3 3
W 0.76025 -0.42136 -0.40419
N -1.53629 -3.08780 2.35932
C -1.03772 -2.35671 1.39061
S 0.10605 -1.05369 1.80763
N -1.40383 -2.55033 0.13832
N -0.91877 -1.65630 -0.69505
C -1.41694 -1.47825 -1.89717
C -1.06042 -0.19541 -2.44436
C -1.24172 0.06994 -3.85246
C -0.71787 1.10443 -4.52588
C 0.00128 2.21813 -3.80682
C -0.35934 2.08972 -1.63098
N -0.57238 0.62845 -1.48974
H -1.27743 -2.94595 3.32334
H -2.25445 -3.77064 2.15465
H -2.17068 -2.13169 -2.32037
H -1.78258 -0.69811 -4.39225
H -0.88992 1.21334 -5.58933
H 0.21071 3.07033 -4.45032
H -0.74465 2.60221 -0.75179
N 2.84712 -0.17404 0.75051
N 3.67831 0.67217 -0.01205
C 3.05951 1.55419 -0.82353
N 3.72532 2.48907 -1.44970
N 1.73335 1.36350 -0.94982
N 1.08876 2.26977 -1.78464
O -0.86470 2.64932 -2.75360
O 1.18814 1.74715 -3.16055
H 2.71543 0.20757 1.68916
H 3.32620 -1.06599 0.86416
H 4.61775 0.85025 0.31724
H 4.72557 2.59690 -1.35705
H 3.24724 3.13662 -2.06154
S 2.08146 -2.38145 -1.03900
C 1.97221 -3.08503 -2.64165
N 1.05173 -4.04280 -2.90471
C 1.09285 -4.75130 -4.05303
C 2.08292 -4.49222 -4.96439
C 2.99703 -3.48822 -4.64094
N 2.91803 -2.79768 -3.50186
H 0.36237 -4.27852 -2.19960
H 0.33768 -5.51274 -4.19695
H 2.15259 -5.05805 -5.88221
H 3.81992 -3.23078 -5.29750
*
```

## Properties
* E: -56656.75308 eV
* HOMO energy (spin up / spin down): -16.9 / -17.9 eV



2.
# C12H16N2

A 2-piece molecular cluster, C12H16N2 overall (wB97M-V/def2-TZVPD, the OMol25 dataset).

Geometry as ORCA input:
```
! wB97M-V def2-TZVPD RIJCOSX def2/J DEFGRID3
* xyz -1 2
C 0.08014 -2.60803 0.78409
C 0.60885 -2.91043 2.19471
C 1.00883 -1.76389 -0.02337
C 1.56105 -0.53189 0.20460
C 2.28738 -1.31926 -1.69410
N 1.45865 -2.22343 -1.24244
N 2.37579 -0.27102 -0.84203
H -0.05039 -3.53099 0.22374
H -0.90440 -2.15091 0.88177
H 1.04916 -2.00981 2.62681
H 1.23559 0.14266 0.98230
H 2.71426 -1.30828 -2.68593
H 2.91364 0.57301 -0.91788
H 1.42486 -3.62959 2.14482
H -0.19894 -3.27611 2.83051
C -0.52246 3.46690 0.89372
C -1.80837 0.25529 -1.59740
C -2.69561 0.70350 -0.63138
C -0.50009 0.71169 -1.75955
C -2.18663 1.69896 0.29552
C -0.08261 1.82680 -0.92511
C -0.93579 2.28467 0.06819
H -2.04394 -0.62272 -2.18358
H -3.64035 0.21001 -0.41472
H 0.05608 0.30520 -2.58813
H -2.69853 2.05699 1.18557
H 0.80759 2.39151 -1.19183
H -1.21902 4.32062 0.79266
H 0.43872 3.90929 0.60658
H -0.53347 3.29925 1.98189
*
```

## Properties
* E: -15682.38386 eV
* HOMO energy (spin up / spin down): 0.7 / -3.4 eV



So what do the calculations give for relative energy (zero: lowest compared OMol25 entry of this formula, charge and spin)? Going down the list: 27.2 2.8 kJ/mol.